The following is a DFT calculation (ωB97M-V/def2-TZVPD) of a 8-piece molecular cluster, C17H27Cl6F3N2O13 overall.

Its energy above the lowest of the compared OMol25 structures with the same formula, charge and spin is 0.000 eV. Its SMILES is O=C1OC[C@@H](F)O1.O=C1OC[C@@H](F)O1.O=C1OC[C@@H](F)O1.C[N+](=O)[O-].C[N+](=O)[O-].ClCCCl.ClCCCl.ClCCCl. The gap between HOMO and LUMO is 10.2 eV. The calculation puts the HOMO energy at -10.1 eV. As for the LUMO energy: 0.09 eV.

```
68
C17H27Cl6F3N2O13, DFT ωB97M-V/def2-TZVPD
C 29.793 0.988 15.619
N 30.741 -0.097 15.936
O 31.654 -0.341 15.163
O 30.469 -0.860 16.875
H 30.142 1.645 14.823
H 29.572 1.573 16.511
H 28.855 0.497 15.359
C 26.362 -3.665 14.449
N 27.310 -2.512 14.093
O 27.124 -1.573 14.781
O 28.161 -2.747 13.283
H 26.015 -3.520 15.473
H 26.902 -4.609 14.386
H 25.539 -3.747 13.739
C 30.108 -4.713 20.328
C 28.744 -5.296 20.844
O 29.077 -6.627 21.041
C 30.407 -6.639 21.439
O 31.013 -7.638 21.814
O 30.902 -5.422 21.245
F 27.947 -5.199 19.771
H 30.161 -3.631 20.450
H 30.281 -5.008 19.293
H 28.332 -4.791 21.718
C 32.133 -2.480 9.774
C 32.855 -1.831 10.875
O 32.735 -2.659 12.007
C 32.552 -3.836 11.625
O 32.778 -4.862 12.273
O 32.164 -3.787 10.281
F 32.243 -0.721 11.156
H 32.768 -2.347 8.898
H 31.110 -2.104 9.753
H 33.843 -1.424 10.658
C 33.031 -9.805 17.619
C 32.206 -10.312 18.783
O 31.212 -9.388 18.925
C 31.331 -8.336 18.060
O 30.556 -7.411 18.032
O 32.522 -8.502 17.359
F 33.029 -10.347 19.857
H 33.009 -10.465 16.751
H 34.055 -9.579 17.916
H 31.830 -11.329 18.670
Cl 36.213 -3.625 17.098
C 36.772 -5.229 16.489
C 36.245 -5.479 15.083
Cl 34.434 -5.329 15.094
H 36.414 -5.967 17.206
H 37.827 -5.204 16.761
H 36.597 -6.428 14.677
H 36.716 -4.727 14.449
Cl 27.132 -9.274 16.553
C 28.351 -8.137 15.890
C 29.621 -8.879 15.474
Cl 29.113 -9.958 14.221
H 28.520 -7.420 16.693
H 27.929 -7.588 15.048
H 29.960 -9.507 16.298
H 30.427 -8.285 15.043
Cl 28.921 -4.242 17.248
C 30.555 -4.223 16.446
C 30.745 -4.326 14.882
Cl 29.902 -5.731 14.202
H 31.103 -5.074 16.849
H 31.143 -3.377 16.802
H 31.817 -4.355 14.687
H 30.410 -3.398 14.418
```